# 1
A 11-piece molecular cluster, C31H80F3O13S overall, computed with ωB97M-V/def2-TZVPD.

Geometry as XYZ:
```
128
Properties=species:S:1:pos:R:3:lowdin_spin:R:1
C 0.628 -0.565 0.457 0.0000
F -0.693 -0.811 0.623 0.0000
F 1.099 -0.032 1.568 0.0000
F 1.314 -1.710 0.233 0.0000
S 0.817 0.647 -1.017 -0.0003
O 2.256 0.812 -1.309 -0.0002
O -0.005 0.074 -2.084 0.0001
O 0.238 1.916 -0.544 -0.0021
C 0.496 2.530 3.891 0.0002
C 1.503 1.665 4.741 0.0002
C 3.044 2.015 4.491 0.0012
O 1.327 1.807 6.111 0.0004
H 0.289 2.089 2.915 -0.0001
H 0.769 3.575 3.743 0.0000
H -0.508 2.636 4.302 0.0001
H 1.332 0.625 4.463 0.0000
H 3.270 3.042 4.781 0.0000
H 3.286 1.984 3.429 0.0007
H 3.758 1.383 5.019 0.0000
H 1.711 1.074 6.597 0.0000
C -3.250 2.060 -2.670 0.0002
C -2.520 1.653 -3.928 0.0001
C -2.799 2.452 -5.190 0.0000
O -1.203 1.954 -3.664 0.0001
H -4.245 2.419 -2.933 0.0000
H -2.798 2.928 -2.191 0.0000
H -3.317 1.240 -1.956 0.0000
H -2.505 0.594 -4.189 0.0000
H -2.148 2.212 -6.031 0.0000
H -2.554 3.509 -5.085 0.0000
H -3.807 2.276 -5.567 0.0000
H -0.880 1.340 -3.000 0.0000
C -6.450 -1.882 0.089 0.0000
C -5.039 -1.524 -0.377 0.0000
C -3.955 -1.658 0.730 0.0000
O -4.749 -2.477 -1.390 0.0000
H -7.249 -1.930 -0.651 0.0000
H -6.786 -1.135 0.809 0.0000
H -6.433 -2.887 0.509 0.0000
H -4.999 -0.458 -0.597 0.0000
H -3.004 -1.419 0.256 0.0000
H -3.997 -2.664 1.148 0.0000
H -4.004 -0.959 1.565 0.0000
H -3.972 -2.227 -1.894 0.0000
C -2.784 2.097 1.733 0.0062
C -2.660 3.362 0.900 0.0177
C -3.224 4.629 1.617 0.0002
O -1.308 3.664 0.490 0.1359
H -2.276 2.233 2.688 0.0005
H -2.284 1.316 1.160 0.0000
H -3.820 1.771 1.823 -0.0002
H -3.237 3.183 -0.007 0.0110
H -2.685 4.853 2.537 0.0003
H -4.234 4.366 1.932 -0.0001
H -3.324 5.467 0.927 0.0000
H -0.915 2.937 0.001 0.0008
C 4.729 -0.927 0.564 0.0001
C 4.832 0.550 0.842 0.0002
C 6.018 0.919 1.782 0.0000
O 4.959 1.241 -0.379 0.0001
H 4.797 -1.509 1.483 0.0000
H 5.520 -1.291 -0.091 0.0000
H 3.763 -1.121 0.097 0.0000
H 3.917 0.906 1.316 0.0001
H 6.912 0.435 1.390 0.0000
H 5.801 0.627 2.809 0.0000
H 6.210 1.990 1.853 0.0000
H 4.071 1.158 -0.732 0.0000
C 2.748 3.825 1.221 0.0880
C 2.680 4.555 -0.096 0.0857
C 3.629 4.083 -1.147 0.0447
O 1.341 4.546 -0.475 0.5822
H 3.788 3.765 1.545 0.0118
H 2.423 2.791 1.106 -0.0002
H 2.163 4.319 1.997 -0.0005
H 2.971 5.584 0.117 0.0014
H 3.371 3.062 -1.428 0.0006
H 4.612 3.972 -0.689 0.0036
H 3.766 4.772 -1.980 0.0028
H 1.123 3.651 -0.744 0.0061
C -0.975 -0.986 4.503 0.0000
C -1.557 -2.308 5.032 0.0000
C -2.572 -2.866 4.043 0.0000
O -0.495 -3.241 5.180 0.0000
H -0.360 -0.490 5.254 0.0000
H -1.739 -0.258 4.228 0.0000
H -0.332 -1.104 3.630 0.0000
H -2.125 -2.179 5.954 0.0000
H -3.177 -2.028 3.696 0.0000
H -3.261 -3.518 4.580 0.0000
H -2.172 -3.388 3.173 0.0000
H -0.780 -4.118 5.448 0.0000
C -0.432 -4.695 1.475 0.0000
C 0.040 -5.596 0.295 0.0000
C 1.576 -5.706 0.337 0.0000
O -0.532 -6.916 0.396 0.0000
H -1.517 -4.593 1.462 0.0000
H -0.025 -3.692 1.344 0.0000
H -0.117 -5.125 2.426 0.0000
H -0.313 -5.167 -0.643 0.0000
H 1.867 -5.867 1.376 0.0000
H 1.896 -4.716 0.014 0.0000
H 1.970 -6.381 -0.422 0.0000
H -0.327 -7.447 -0.378 0.0000
C 3.805 -0.815 -3.740 0.0000
C 3.338 0.388 -4.582 0.0000
C 1.896 0.283 -5.091 0.0000
O 3.430 1.579 -3.862 0.0000
H 4.774 -0.607 -3.286 0.0000
H 3.852 -1.751 -4.295 0.0000
H 3.072 -0.973 -2.949 0.0000
H 3.964 0.516 -5.465 0.0000
H 1.665 1.032 -5.849 0.0000
H 1.155 0.415 -4.304 0.0000
H 1.764 -0.638 -5.659 0.0000
H 2.932 1.420 -3.056 0.0000
C -1.949 -2.112 -4.757 0.0000
C -1.881 -2.556 -3.277 0.0000
C -0.467 -2.933 -2.813 0.0000
O -2.284 -1.489 -2.571 0.0000
H -1.271 -1.306 -5.037 0.0000
H -2.918 -1.789 -5.137 0.0000
H -1.638 -2.968 -5.355 0.0000
H -2.627 -3.332 -3.104 0.0000
H -0.409 -2.968 -1.725 0.0000
H 0.242 -2.169 -3.133 0.0000
H -0.129 -3.892 -3.206 0.0000
H -1.524 -0.905 -2.515 0.0000
```

Multiplicity: 2
E_HOMO (spin up / spin down): -9.51 / -9.51 eV
Total charge: 0
Gap between HOMO and LUMO (spin up / spin down): 9.77 / 3.36 eV
Electronic energy: -79044.84888 eV

=====

# 2
A 6-piece molecular cluster, C20H48Br4O8 overall, computed with ωB97M-V/def2-TZVPD.

Geometry as XYZ:
```
80
Properties=species:S:1:pos:R:3:mulliken_charge:R:1
Br 2.633 3.100 -4.419 -0.1692
C 2.056 2.747 -2.623 -0.0203
C 3.315 2.183 -1.918 -0.6840
Br 2.966 1.937 -0.034 -0.1026
H 1.236 2.030 -2.666 -0.1424
H 1.829 3.718 -2.182 0.3154
H 4.105 2.936 -2.007 0.4646
H 3.726 1.227 -2.208 0.3945
Br 1.933 -1.219 -1.915 -0.1877
C 1.196 -0.976 -0.121 -0.0102
C -0.139 -0.405 -0.239 0.4871
Br -0.806 -0.169 1.598 -0.1155
H 1.888 -0.319 0.440 -0.1603
H 1.224 -1.934 0.407 0.2293
H -0.818 -1.091 -0.737 0.3520
H -0.247 0.598 -0.669 -0.5966
C -0.239 2.652 4.366 -0.4336
O 1.152 2.622 4.690 -0.4091
C 1.923 1.937 3.747 0.1801
C 2.082 0.456 3.991 0.5068
O 2.983 0.169 5.021 -0.4634
C 2.543 0.432 6.361 -0.5404
H -0.403 3.162 3.406 0.1477
H -0.756 3.221 5.132 0.3094
H -0.763 1.693 4.385 0.1752
H 2.882 2.467 3.794 0.3281
H 1.513 2.040 2.715 -0.3211
H 2.541 -0.023 3.103 0.0277
H 1.041 0.060 4.037 -0.2303
H 1.564 -0.020 6.539 0.1438
H 2.627 1.499 6.609 0.2731
H 3.289 -0.067 6.988 0.2756
C 0.665 -3.817 2.667 -0.4727
O 0.149 -3.818 3.946 -0.4116
C 0.438 -2.710 4.741 0.1378
C 0.033 -2.880 6.208 -0.5890
O 0.934 -3.684 6.923 -0.3133
C 0.648 -3.916 8.273 -0.7798
H 0.178 -3.140 1.973 0.0504
H 0.527 -4.850 2.320 0.3099
H 1.743 -3.552 2.659 0.3072
H -0.178 -1.840 4.405 0.0090
H 1.506 -2.412 4.759 0.3140
H -0.979 -3.316 6.333 0.3759
H 0.028 -1.812 6.567 0.1852
H 0.366 -3.029 8.857 0.3142
H 1.518 -4.373 8.746 0.2705
H -0.128 -4.685 8.470 0.2870
C -0.760 3.586 -0.111 -0.9243
O -0.845 2.606 -1.145 -0.1220
C -2.079 2.450 -1.825 -0.9780
C -1.904 1.716 -3.145 0.4540
O -1.122 2.423 -3.998 -0.3956
C -0.771 1.794 -5.199 -0.6815
H 0.186 3.483 0.417 0.1350
H -1.567 3.537 0.627 0.3655
H -0.703 4.604 -0.479 0.3665
H -2.494 3.454 -1.992 0.5108
H -2.816 1.906 -1.207 0.3776
H -2.960 1.549 -3.459 0.3637
H -1.537 0.676 -3.060 -0.3406
H -0.120 2.452 -5.779 0.2790
H -1.676 1.602 -5.789 0.3300
H -0.187 0.906 -4.964 0.2495
C -1.206 -2.272 -3.890 -0.3659
O -1.782 -1.482 -4.923 -0.1418
C -2.577 -2.121 -5.882 -0.6162
C -3.003 -1.179 -6.902 -0.4821
O -1.982 -0.810 -7.817 -0.3467
C -2.328 0.121 -8.826 -0.7095
H -1.952 -2.802 -3.308 0.3302
H -0.707 -1.484 -3.332 -0.2752
H -0.485 -2.971 -4.305 0.3677
H -3.527 -2.504 -5.415 0.3009
H -2.143 -3.051 -6.295 0.3382
H -3.554 -0.322 -6.532 0.3306
H -3.707 -1.753 -7.535 0.4337
H -1.539 0.054 -9.585 0.2452
H -2.422 1.130 -8.420 0.2712
H -3.253 -0.126 -9.362 0.3111
```

E_HOMO: -9.24 eV
Total charge: 0
Gap between HOMO and LUMO: 9.69 eV
Electronic energy: -318063.05597 eV
Structure (SMILES): BrCCBr.BrCCBr.COCCOC.COCCOC.COCCOC.COCCOC

=====

# 3
The molecule C21H29N3O4S, computed with ωB97M-V/def2-TZVPD.

Geometry as XYZ:
```
58
Properties=species:S:1:pos:R:3:mulliken_charge:R:1
C 2.505 6.138 -0.243 -1.4493
C 1.999 4.714 -0.047 -0.1643
C 1.438 4.103 -1.325 -0.4536
O 2.447 3.997 -2.331 -0.5649
C 0.915 2.686 -1.106 0.9394
C 0.383 2.067 -2.403 -1.4919
C -0.217 2.706 -0.091 -0.1877
O -1.044 3.606 -0.068 -0.6700
N -0.301 1.665 0.773 0.2465
C -1.439 1.565 1.690 -0.6804
C -1.206 0.236 2.403 -0.9066
C -0.455 -0.601 1.354 1.6212
N -1.381 -0.946 0.277 0.3955
C -2.454 -1.756 0.432 0.7639
O -2.849 -2.197 1.495 -0.6364
C -3.097 -2.154 -0.896 -1.4291
N -2.241 -3.112 -1.578 0.1421
C -2.329 -4.517 -1.248 -0.5334
S -0.822 -5.285 -1.922 -0.1817
C -0.474 -3.860 -2.978 -0.6027
C -1.243 -2.694 -2.391 0.4867
O -0.998 -1.522 -2.626 -0.6935
C 0.306 -1.817 1.867 -0.6882
C 1.017 -1.759 3.063 -0.5283
C 1.762 -2.843 3.502 -0.9753
C 1.816 -4.007 2.749 -0.4670
C 1.125 -4.071 1.550 -0.9448
C 0.380 -2.984 1.115 0.2158
C 0.501 0.450 0.772 -1.1682
H 2.846 6.567 0.698 0.3977
H 3.349 6.177 -0.935 0.3322
H 1.712 6.782 -0.633 0.3435
H 2.811 4.073 0.312 0.2300
H 1.213 4.712 0.710 0.3198
H 0.609 4.722 -1.687 0.3513
H 2.707 4.884 -2.594 0.3785
H 1.752 2.091 -0.732 0.5010
H 0.034 1.043 -2.253 0.2207
H -0.457 2.656 -2.774 0.3412
H 1.163 2.055 -3.161 0.4138
H -1.463 2.416 2.369 0.4616
H -2.371 1.575 1.121 0.3312
H -0.571 0.387 3.275 0.4496
H -2.121 -0.253 2.724 0.3528
H -1.118 -0.725 -0.676 0.0670
H -4.062 -2.612 -0.690 0.4543
H -3.226 -1.290 -1.548 0.3791
H -2.340 -4.655 -0.166 0.3440
H -3.229 -4.960 -1.676 0.4270
H 0.588 -3.629 -2.968 0.3789
H -0.793 -4.013 -4.010 0.4122
H 0.996 -0.863 3.669 0.2848
H 2.301 -2.776 4.438 0.4056
H 2.395 -4.854 3.094 0.3992
H 1.157 -4.967 0.942 0.4509
H -0.147 -3.058 0.173 0.2501
H 0.838 0.172 -0.228 0.6195
H 1.380 0.536 1.417 0.3088
```

E_HOMO: -9.18 eV
Total charge: 0
Gap between HOMO and LUMO: 9.71 eV
Electronic energy: -45745.33355 eV
Structure (SMILES): CC[C@@H](O)[C@H](C)C(=O)N1CC[C@](NC(=O)CN2CSCC2=O)(c2ccccc2)C1
Energy relative to the best compared isomer or geometry (same formula, charge and spin): 0.0571 eV